Formula: C44H102F6N8O12P
Source: the Open Molecules 2025 dataset
Level of theory: ωB97M-V/def2-TZVPD

Properties
E = -4018.95390 Ha
highest occupied orbital energy = -5.369 eV
charge = -1
M = 1080.31 g mol⁻¹
HOMO-LUMO gap = 7.47 eV

Bonds (Å) are listed after each position.
Positions of all 173 atoms, in Å:
1 P 1.912 -0.961 0.171  F2 1.654, F3 1.616, F4 1.597, F5 1.603, F6 1.623, F7 1.635
2 F 0.599 -0.413 -0.673  P1 1.654
3 F 0.900 -2.027 0.842  P1 1.616
4 F 2.248 -1.856 -1.109  P1 1.597
5 F 3.192 -1.501 0.971  P1 1.603
6 F 2.782 0.286 -0.397  P1 1.623
7 F 1.531 -0.010 1.444  P1 1.635
8 C 5.714 -2.905 -1.492  C9 1.528, H13 1.094, H14 1.092, H15 1.087
9 C 7.146 -2.453 -1.208  C8 1.528, C10 1.517, H16 1.098, H17 1.094
10 C 8.141 -3.548 -1.541  C9 1.517, C11 1.462, H18 1.101, H19 1.089
11 C 8.113 -4.724 -0.673  C10 1.462, N12 1.146
12 N 8.082 -5.613 0.049  C11 1.146
13 H 5.599 -3.810 -0.887  C8 1.094
14 H 5.542 -3.174 -2.536  C8 1.092
15 H 4.938 -2.196 -1.214  C8 1.087
16 H 7.241 -2.216 -0.140  C9 1.098
17 H 7.353 -1.467 -1.635  C9 1.094
18 H 9.158 -3.187 -1.327  C10 1.101
19 H 8.138 -3.814 -2.597  C10 1.089
20 C -4.036 -2.930 1.186  O21 1.401, H29 1.101, H30 1.098, H31 1.088
21 O -2.776 -3.051 1.785  C20 1.401, C22 1.416
22 C -2.790 -3.174 3.196  O21 1.416, C23 1.519, H32 1.100, H33 1.094
23 C -2.138 -4.472 3.640  C22 1.519, N24 1.453, H34 1.101, H35 1.094
24 N -0.729 -4.304 3.955  C23 1.453, C25 1.470, H36 1.012
25 C 0.097 -4.038 2.769  N24 1.470, C26 1.509, H37 1.093, H38 1.088
26 C 0.319 -5.204 1.838  C25 1.509, O27 1.430, H39 1.098, H40 1.095
27 O 1.023 -6.207 2.575  C26 1.430, C28 1.398
28 C 1.218 -7.372 1.827  O27 1.398, H41 1.091, H42 1.098, H43 1.091
29 H -4.658 -2.176 1.691  C20 1.101
30 H -4.633 -3.851 1.219  C20 1.098
31 H -3.861 -2.600 0.164  C20 1.088
32 H -3.824 -3.223 3.567  C22 1.100
33 H -2.360 -2.271 3.639  C22 1.094
34 H -2.363 -5.209 2.853  C23 1.101
35 H -2.575 -4.828 4.577  C23 1.094
36 H -0.315 -5.075 4.462  N24 1.012
37 H 1.070 -3.659 3.091  C25 1.093
38 H -0.352 -3.154 2.319  C25 1.088
39 H 0.987 -4.841 1.045  C26 1.098
40 H -0.619 -5.602 1.436  C26 1.095
41 H 2.176 -7.336 1.306  C28 1.091
42 H 0.421 -7.521 1.088  C28 1.098
43 H 1.106 -8.226 2.497  C28 1.091
44 C -7.298 -1.586 -7.225  O45 1.408, H53 1.102, H54 1.084, H55 1.098
45 O -6.184 -2.242 -6.666  C44 1.408, C46 1.412
46 C -5.212 -1.381 -6.111  O45 1.412, C47 1.502, H56 1.098, H57 1.104
47 C -4.209 -2.174 -5.324  C46 1.502, N48 1.450, H58 1.089, H59 1.108
48 N -4.796 -2.662 -4.092  C47 1.450, C49 1.475, H60 1.009
49 C -3.934 -3.613 -3.365  N48 1.475, C50 1.523, H61 1.101, H62 1.090
50 C -2.897 -2.852 -2.550  C49 1.523, O51 1.390, H63 1.105, H64 1.102
51 O -2.306 -3.649 -1.577  C50 1.390, C52 1.422
52 C -0.999 -3.235 -1.197  O51 1.422, H65 1.098, H66 1.093, H67 1.085
53 H -7.925 -1.143 -6.435  C44 1.102
54 H -7.885 -2.323 -7.761  C44 1.084
55 H -6.951 -0.732 -7.823  C44 1.098
56 H -5.632 -0.574 -5.496  C46 1.098
57 H -4.691 -0.927 -6.972  C46 1.104
58 H -3.290 -1.656 -5.048  C47 1.089
59 H -3.882 -3.017 -5.963  C47 1.108
60 H -5.726 -3.020 -4.249  N48 1.009
61 H -3.509 -4.214 -4.184  C49 1.101
62 H -4.501 -4.256 -2.690  C49 1.090
63 H -3.437 -1.962 -2.178  C50 1.105
64 H -2.159 -2.415 -3.241  C50 1.102
65 H -1.198 -2.546 -0.367  C52 1.098
66 H -0.424 -2.623 -1.896  C52 1.093
67 H -0.428 -4.072 -0.810  C52 1.085
68 C -3.120 3.377 3.120  O69 1.395, H77 1.105, H78 1.096, H79 1.089
69 O -2.184 2.491 2.587  C68 1.395, C70 1.391
70 C -2.526 1.153 2.756  O69 1.391, C71 1.554, H80 1.100, H81 1.098
71 C -1.788 0.370 1.635  C70 1.554, N72 1.462, H82 1.111, H83 1.100
72 N -1.341 1.133 0.470  C71 1.462, C73 1.486, H84 1.028
73 C -2.342 1.120 -0.629  N72 1.486, C74 1.525, H85 1.101, H86 1.093
74 C -3.576 1.953 -0.301  C73 1.525, O75 1.415, H87 1.099, H88 1.102
75 O -3.172 3.289 -0.070  C74 1.415, C76 1.402
76 C -4.246 4.175 -0.235  O75 1.402, H89 1.103, H90 1.096, H91 1.096
77 H -3.104 3.282 4.221  C68 1.105
78 H -4.110 3.151 2.708  C68 1.096
79 H -2.838 4.414 2.950  C68 1.089
80 H -3.604 0.987 2.618  C70 1.100
81 H -2.134 0.740 3.696  C70 1.098
82 H -2.241 -0.628 1.459  C71 1.111
83 H -0.863 -0.027 2.080  C71 1.100
84 H -0.645 0.488 0.074  N72 1.028
85 H -2.594 0.058 -0.775  C73 1.101
86 H -1.939 1.598 -1.525  C73 1.093
87 H -4.134 1.587 0.572  C74 1.099
88 H -4.243 1.867 -1.175  C74 1.102
89 H -4.996 4.055 0.564  C76 1.103
90 H -4.702 4.162 -1.231  C76 1.096
91 H -3.864 5.185 -0.047  C76 1.096
92 C 2.474 -1.677 5.303  O93 1.397, H101 1.093, H102 1.090, H103 1.101
93 O 3.700 -1.627 5.972  C92 1.397, C94 1.414
94 C 4.833 -1.769 5.139  O93 1.414, C95 1.517, H104 1.103, H105 1.092
95 C 4.970 -0.808 3.973  C94 1.517, N96 1.451, H106 1.097, H107 1.092
96 N 5.311 0.548 4.363  C95 1.451, C97 1.435, H108 1.002
97 C 4.587 1.183 5.427  N96 1.435, C98 1.515, H109 1.095, H110 1.099
98 C 4.880 2.670 5.446  C97 1.515, O99 1.401, H111 1.104, H112 1.099
99 O 4.058 3.354 4.541  C98 1.401, C100 1.408
100 C 4.325 4.736 4.544  O99 1.408, H113 1.092, H114 1.094, H115 1.099
101 H 2.350 -0.865 4.581  C92 1.093
102 H 1.669 -1.658 6.038  C92 1.090
103 H 2.283 -2.607 4.746  C92 1.101
104 H 4.770 -2.798 4.747  C94 1.103
105 H 5.761 -1.774 5.714  C94 1.092
106 H 4.042 -0.783 3.389  C95 1.097
107 H 5.822 -1.193 3.408  C95 1.092
108 H 5.748 1.133 3.676  N96 1.002
109 H 4.897 0.788 6.401  C97 1.095
110 H 3.499 1.050 5.348  C97 1.099
111 H 5.932 2.831 5.152  C98 1.104
112 H 4.817 3.046 6.477  C98 1.099
113 H 3.721 5.230 3.780  C100 1.092
114 H 5.383 4.926 4.343  C100 1.094
115 H 3.934 5.178 5.472  C100 1.099
116 C -0.319 0.119 -3.182  O117 1.431, H125 1.093, H126 1.092, H127 1.096
117 O -1.546 -0.403 -3.704  C116 1.431, C118 1.408
118 C -2.222 0.642 -4.364  O117 1.408, C119 1.521, H128 1.098, H129 1.102
119 C -3.451 0.089 -5.068  C118 1.521, N120 1.426, H130 1.103, H131 1.102
120 N -4.363 1.013 -5.659  C119 1.426, C121 1.455, H132 1.015
121 C -5.031 1.895 -4.714  N120 1.455, C122 1.520, H133 1.101, H134 1.097
122 C -5.617 3.080 -5.463  C121 1.520, O123 1.419, H135 1.098, H136 1.097
123 O -4.651 3.627 -6.347  C122 1.419, C124 1.395
124 C -4.615 5.022 -6.339  O123 1.395, H137 1.096, H138 1.090, H139 1.094
125 H 0.344 -0.745 -3.090  C116 1.093
126 H -0.435 0.624 -2.221  C116 1.092
127 H 0.176 0.740 -3.937  C116 1.096
128 H -1.653 1.276 -5.056  C118 1.098
129 H -2.609 1.314 -3.581  C118 1.102
130 H -3.957 -0.600 -4.370  C119 1.103
131 H -3.181 -0.745 -5.736  C119 1.102
132 H -3.896 1.656 -6.290  N120 1.015
133 H -4.434 2.319 -3.891  C121 1.101
134 H -5.856 1.402 -4.186  C121 1.097
135 H -5.942 3.842 -4.743  C122 1.098
136 H -6.518 2.842 -6.042  C122 1.097
137 H -5.568 5.444 -6.678  C124 1.096
138 H -3.865 5.391 -7.037  C124 1.090
139 H -4.336 5.384 -5.345  C124 1.094
140 C -0.237 4.314 4.534  O141 1.397, H149 1.088, H150 1.098, H151 1.102
141 O -0.016 3.859 3.232  C140 1.397, C142 1.439
142 C 0.968 2.809 3.214  O141 1.439, C143 1.514, H152 1.093, H153 1.095
143 C 1.952 3.118 2.106  C142 1.514, N144 1.471, H154 1.100, H155 1.096
144 N 1.218 2.909 0.848  C143 1.471, C145 1.492, H156 1.024
145 C 1.876 3.536 -0.334  N144 1.492, C146 1.517, H157 1.106, H158 1.099
146 C 0.977 3.329 -1.538  C145 1.517, O147 1.404, H159 1.097, H160 1.107
147 O -0.359 3.522 -1.151  C146 1.404, C148 1.407
148 C -1.227 3.740 -2.237  O147 1.407, H161 1.102, H162 1.090, H163 1.098
149 H -1.125 4.942 4.523  C140 1.088
150 H 0.665 4.805 4.921  C140 1.098
151 H -0.464 3.473 5.208  C140 1.102
152 H 0.471 1.856 3.017  C142 1.093
153 H 1.448 2.799 4.198  C142 1.095
154 H 2.850 2.492 2.212  C143 1.100
155 H 2.318 4.148 2.179  C143 1.096
156 H 1.542 1.971 0.596  N144 1.024
157 H 2.887 3.121 -0.502  C145 1.106
158 H 2.128 4.591 -0.156  C145 1.099
159 H 1.132 2.366 -2.041  C146 1.097
160 H 1.233 4.122 -2.266  C146 1.107
161 H -1.148 4.832 -2.358  C148 1.102
162 H -2.276 3.464 -2.130  C148 1.090
163 H -0.876 3.236 -3.147  C148 1.098
164 N 6.277 0.832 0.348  C165 1.364, C168 1.367, H169 1.005
165 C 7.457 1.516 0.374  N164 1.364, C166 1.370, H170 1.077
166 C 7.319 2.510 1.306  C165 1.370, C167 1.419, H171 1.078
167 C 5.976 2.471 1.762  C166 1.419, C168 1.378, H172 1.079
168 C 5.360 1.370 1.207  N164 1.367, C167 1.378, H173 1.076
169 H 6.133 -0.059 -0.096  N164 1.005
170 H 8.230 1.241 -0.323  C165 1.077
171 H 8.124 3.166 1.596  C166 1.078
172 H 5.613 3.171 2.499  C167 1.079
173 H 4.413 0.893 1.382  C168 1.076